## A
{"formula": "C4H10OS", "method": "ωB97M-V with the def2-TZVPD basis set", "e_lumo_ev": 0.51, "total_charge": 0, "elements": ["S", "O", "C", "C", "C", "C", "H", "H", "H", "H", "H", "H", "H", "H", "H", "H"], "positions_angstrom": [[-0.724, 2.453, -0.472], [-1.767, 2.290, -1.483], [0.383, 0.936, -0.569], [1.223, 0.744, 0.644], [-0.687, -2.089, 0.842], [0.257, 0.161, -1.622], [0.736, -0.768, -1.827], [0.981, -0.114, 1.139], [-0.348, -1.298, 0.211], [-0.420, 0.237, -2.461], [2.178, 0.644, 0.317], [0.183, 3.205, -1.306], [-0.255, -1.782, 1.761], [-1.719, -1.893, 0.783], [1.065, 1.502, 1.259], [-0.401, -3.069, 0.629]]}

***

## B
{"formula": "C4H10OS", "method": "ωB97M-V with the def2-TZVPD basis set", "e_lumo_ev": 0.85, "smiles": "C=CO.CCS", "total_charge": 0, "elements": ["S", "O", "C", "C", "C", "C", "H", "H", "H", "H", "H", "H", "H", "H", "H", "H"], "positions_angstrom": [[2.211, -0.399, 1.322], [-2.574, -0.243, -3.075], [0.960, -0.653, 2.660], [-1.855, 0.816, -2.568], [-0.564, 0.968, -2.285], [-0.440, -0.175, 2.317], [-2.405, 1.733, -2.336], [-0.283, 1.819, -1.688], [1.989, 0.936, 1.264], [-0.633, -0.320, 1.246], [-0.590, 0.901, 2.426], [1.008, -1.719, 2.852], [-1.184, -0.668, 2.946], [0.192, 0.255, -2.599], [1.214, -0.093, 3.565], [-2.707, 0.005, -4.008]]}

***

Last place for stability: A

***

## A
{"formula": "C4H10OS", "method": "ωB97M-V with the def2-TZVPD basis set", "e_lumo_ev": -1.19, "total_charge": 0, "elements": ["S", "O", "C", "C", "C", "C", "H", "H", "H", "H", "H", "H", "H", "H", "H", "H"], "positions_angstrom": [[1.788, 0.233, -0.908], [-2.602, -0.608, -0.504], [0.607, 1.242, 0.189], [-1.310, -0.283, 0.044], [-0.996, 1.168, -0.248], [1.938, -1.111, 0.212], [0.888, 2.261, 0.115], [3.204, -1.561, 0.298], [-0.522, -1.099, -0.395], [-1.034, 1.800, -1.187], [1.268, -2.125, 0.025], [-1.598, 1.766, 0.341], [1.456, -0.511, 1.339], [0.557, 0.805, 1.401], [-2.682, -1.603, -1.786], [-0.961, -0.373, 1.065]]}

***

## B
{"formula": "C4H10OS", "method": "ωB97M-V with the def2-TZVPD basis set", "e_lumo_ev": 0.63, "smiles": "C[C@H](CO)CS", "total_charge": 0, "elements": ["S", "O", "C", "C", "C", "C", "H", "H", "H", "H", "H", "H", "H", "H", "H", "H"], "positions_angstrom": [[2.782, -0.422, -0.222], [-0.871, -1.685, 0.616], [1.194, 0.265, 0.467], [-1.126, 1.332, 0.038], [-0.683, -1.022, -0.695], [-0.044, 0.255, -0.465], [3.343, 0.079, 1.064], [-1.672, -0.952, -1.182], [-0.638, 2.267, 0.274], [1.696, 1.269, 0.582], [0.291, 0.569, -1.379], [-1.608, 1.014, 0.906], [-1.974, 1.371, -0.761], [0.018, -1.728, -1.118], [-1.540, -2.552, 0.288], [0.831, -0.060, 1.586]]}

***

## C
{"formula": "C4H10OS", "method": "ωB97M-V with the def2-TZVPD basis set", "e_lumo_ev": 0.62, "smiles": "C=CO.CSC", "total_charge": 0, "elements": ["S", "O", "C", "C", "C", "C", "H", "H", "H", "H", "H", "H", "H", "H", "H", "H"], "positions_angstrom": [[-0.180, -2.585, -2.002], [-0.069, 2.645, 1.346], [0.350, -3.467, -0.503], [-1.289, -1.300, -1.329], [1.407, 4.157, 2.457], [0.189, 3.716, 2.142], [1.468, 5.215, 2.662], [-0.947, -0.311, -1.624], [-2.273, -1.442, -1.771], [2.219, 3.450, 2.558], [0.227, -4.535, -0.669], [-0.929, 2.733, 0.926], [-0.198, -3.104, 0.359], [1.419, -3.307, -0.367], [-0.650, 4.377, 2.352], [-1.355, -1.409, -0.253]]}

***

Last place for stability: A

***

## A
{"formula": "C2H5P", "method": "ωB97M-V with the def2-TZVPD basis set", "e_lumo_ev": 0.40, "total_charge": 0, "elements": ["P", "C", "C", "H", "H", "H", "H", "H"], "positions_angstrom": [[1.519, 0.165, 0.064], [-0.098, -0.777, 0.124], [-0.270, 0.700, 0.008], [-0.513, -1.159, 1.031], [-0.542, -1.175, -0.768], [1.729, -0.245, -1.202], [-0.925, 1.131, -0.775], [-0.901, 1.361, 1.519]]}

***

## B
{"formula": "C2H5P", "method": "ωB97M-V with the def2-TZVPD basis set", "e_lumo_ev": -0.15, "smiles": "C=PC", "total_charge": 0, "elements": ["P", "C", "C", "H", "H", "H", "H", "H"], "positions_angstrom": [[0.766, 0.236, 1.067], [-0.863, 0.686, 0.337], [1.191, -0.894, -0.354], [-1.401, -0.181, 0.281], [1.909, -1.599, -0.700], [-0.675, 1.166, -0.635], [-1.278, 1.373, 1.002], [0.350, -0.785, -0.997]]}

***

Last place for stability: A

***

## A
{"formula": "C5H11N", "method": "ωB97M-V with the def2-TZVPD basis set", "e_lumo_ev": [4.41, 4.34], "multiplicity": 2, "total_charge": -1, "elements": ["N", "C", "C", "C", "C", "C", "H", "H", "H", "H", "H", "H", "H", "H", "H", "H", "H"], "positions_angstrom": [[-0.617, -0.882, -1.607], [0.818, -0.159, 1.028], [0.535, -0.028, -1.502], [-0.365, -0.983, 1.569], [0.469, 0.806, -0.103], [-0.605, 1.799, -0.092], [-0.785, 2.298, 0.869], [-1.008, -0.459, 2.265], [-0.095, -1.988, 1.840], [-0.616, -1.231, -2.582], [0.755, -1.081, -1.328], [-0.539, 2.505, -0.936], [-0.861, 0.554, 0.049], [0.859, 0.573, -2.382], [-0.889, -1.057, 0.571], [1.470, 0.184, 1.863], [1.475, -0.849, 0.479]]}

***

## B
{"formula": "C5H11N", "method": "ωB97M-V with the def2-TZVPD basis set", "e_lumo_ev": [3.94, 3.53], "multiplicity": 2, "total_charge": -1, "elements": ["N", "C", "C", "C", "C", "C", "H", "H", "H", "H", "H", "H", "H", "H", "H", "H", "H"], "positions_angstrom": [[-0.963, 1.277, -2.120], [0.489, -0.695, 2.144], [1.046, 0.836, -1.246], [-0.029, -1.257, 0.856], [-0.901, -0.270, 0.047], [-0.340, 0.184, -1.309], [-0.659, 0.626, 0.662], [-1.993, -0.244, -0.095], [1.631, 0.620, -2.113], [-1.933, 1.542, -2.315], [1.402, 0.246, -0.343], [1.249, -1.419, 2.535], [1.210, 0.178, 2.125], [-0.605, -2.174, 1.040], [0.905, 1.873, -0.971], [-0.341, -0.738, -1.938], [-0.168, -0.584, 3.041]]}

***

Last place for stability: A